The following is a quantum chemistry calculation of a molecular structure, C36H42F2FeN2, from the OMol25 dataset.

Atoms and positions in Å:
H 2.204972 -5.979167 1.139705
H -2.796474 3.587309 0.188447
C -0.740921 0.189600 3.498612
C -1.428493 1.539089 3.269895
H 1.312728 1.859908 -3.097313
H -1.339797 4.282212 -2.039366
H 0.268457 -6.439385 2.612263
H 0.415486 -4.212208 -2.484931
C 2.650696 -1.271664 -3.044292
H 2.629281 -1.345169 -4.125929
C 0.957019 4.077825 1.798109
C -0.706463 -1.003326 -3.242510
H -0.958437 -3.331974 -1.822491
C 0.321853 -2.132875 -3.130242
C -0.713420 -4.593398 2.122484
C 2.696167 -1.059315 -0.272574
C -0.332357 -3.449092 -2.704808
C 2.743736 -0.868964 1.231975
C 1.531609 -1.680923 -2.323521
C -0.379468 3.873052 -2.356104
C 0.189353 3.327530 2.670475
C 1.561734 -1.574239 -0.922715
H -3.403492 2.315172 2.773476
C 3.792635 -0.672396 -1.034294
H 0.378095 4.649880 -2.233529
C 0.463057 -3.124730 0.536567
C -0.602353 -3.450867 1.379482
C 2.821383 0.621059 1.575784
C -2.937706 1.376335 3.076130
C -3.362091 2.783564 -0.264811
H -1.262543 -0.392054 4.261192
H 1.815549 -1.259201 1.653066
C -2.828487 1.487023 -0.241505
C -4.590024 3.038114 -0.858258
H 3.712982 1.077584 1.140731
C 0.317719 -5.524217 2.039667
C -0.021263 2.616137 -1.561104
C -3.628877 0.511847 -0.841256
H -5.380451 -0.102034 -1.873639
H -0.789238 1.867711 -1.763812
H -1.069545 -0.692566 -2.257533
H 1.474173 4.418395 -0.246923
C 0.860435 3.844981 0.437483
F -3.116325 -0.782185 -0.810548
C -4.842468 0.726692 -1.433536
F -1.625372 -2.508239 1.441197
H 2.335161 -3.900408 -0.163518
H 4.866291 -1.265031 1.523985
H -6.292195 2.239054 -1.905366
H 1.541550 1.091943 -1.521078
C -0.784965 2.130038 0.828216
H 4.668157 -0.269723 -0.539088
H -1.574249 -1.319117 -3.824876
H 2.139726 2.726910 -1.800269
C -0.690121 2.349448 2.212865
H -3.178458 0.627328 2.324275
N 0.419169 -1.935230 -0.152177
C -5.337636 2.027127 -1.445206
C 3.900811 -1.639875 1.869912
H 2.866391 0.763099 2.657892
H -1.301254 2.109060 4.195120
H 0.269220 3.497926 3.738383
H -1.582808 -4.746005 2.747617
H -3.391583 1.062526 4.018366
C 3.778272 -0.777376 -2.413832
C 1.481060 -4.087001 0.474534
C 1.320764 2.038490 -2.019677
H 0.708198 -2.298881 -4.140338
H 1.953281 1.165840 1.198394
H 4.637904 -0.469089 -2.995096
H -0.444194 3.639136 -3.420424
H 1.632399 4.834108 2.177275
Fe -1.056692 -0.729143 0.147680
C 1.401196 -5.257775 1.214687
H 3.872985 -1.529643 2.955643
H -4.971272 4.051404 -0.856343
C 0.000161 2.876388 -0.066342
H -0.724154 -0.412234 2.584506
H 0.295178 0.325137 3.811689
N -1.632686 1.104733 0.320026
H 3.845601 -2.703723 1.635101
H -0.270977 -0.122089 -3.715750
H -0.963280 -3.818181 -3.515980

Forces on atoms 1 to 6 (eV/Å):
H 0.00 0.00 0.00
H 0.00 0.01 0.01
C 0.02 0.01 -0.04
C 0.02 0.00 -0.01
H 0.01 -0.01 0.00
H 0.00 0.00 0.01

Lowest unoccupied orbital energy (alpha / beta) in eV: 0.7 / 0.1
2S+1: 5
Highest occupied orbital energy (alpha / beta) in eV: -7.561 / -7.712
Total charge: 0

---

The following is a quantum chemistry calculation of a molecular structure, C51H47N3O8P2SSe2SrTe, from the OMol25 dataset.

Atoms and positions in Å:
H -0.183339 -9.605137 5.372743
C -4.479803 -4.664804 3.656655
O -1.648716 0.721883 -1.187477
C -1.966525 -6.930980 4.288388
H -3.395743 3.621107 3.989047
H -2.728587 1.574112 0.758547
H -3.449849 -1.569237 1.597383
C 3.089571 -4.404982 3.466241
C 2.587936 5.669899 -4.849565
H -1.148227 -3.688782 8.357615
C -2.967031 -3.568397 2.140469
C -1.146329 -8.062572 4.249923
H 6.113057 -2.934063 3.873073
H -4.576286 -2.594478 -3.106910
C 5.049398 -3.026057 3.688898
H -0.773733 -8.408172 3.292024
H 1.134381 -5.241758 5.095516
C 0.070231 -4.550177 6.815342
H -2.193659 -2.034075 6.836443
H -3.204844 -4.688112 -1.500612
C 2.140122 3.793233 0.725187
C 1.205346 4.387635 -0.120575
C 0.045448 -1.464836 -2.390996
C -1.332663 -8.298104 6.636568
H -1.286543 -2.490738 -3.693943
C -2.137047 -7.173248 6.680201
P -2.390682 -6.222853 2.655158
O 2.890483 0.435775 0.607506
C 4.444247 -4.278643 3.723091
C 0.419602 -4.519915 5.474434
O 0.696116 -1.977024 -1.437907
C 1.616675 5.093440 -4.038803
H 0.853579 7.356706 1.481060
P 0.524069 -3.377206 2.926047
H -3.896875 3.952612 2.343073
C 3.312686 3.827065 -2.904462
H 3.600511 3.102899 -2.151963
H 4.738447 -0.291431 0.906691
H 0.519812 -5.288756 7.464195
H 0.012680 6.134295 -0.492241
C 2.936313 -2.025739 3.140149
Sr 0.833428 0.242333 -0.526710
C 4.298994 -1.901394 3.388958
H 4.757439 -0.923887 3.315778
H 2.494461 2.781795 0.563896
C 2.324260 -3.271666 3.190454
H 5.036321 -5.163097 3.923625
Se -0.225053 -1.608058 2.048815
H -1.486800 -1.920901 4.464545
C -3.312966 -4.686605 2.885039
Se -3.593353 -7.632717 1.622495
H 2.637882 -5.386832 3.431105
H 4.681876 5.782337 -5.310717
H 2.296344 6.383526 -5.610701
C -2.124969 0.495644 -2.358207
C 1.218370 6.357627 1.271762
N 1.249858 -5.336610 1.271256
C 2.613130 4.480623 1.835609
C -3.385422 -1.580400 -1.571383
O -2.371031 1.343323 -3.216931
C 3.923154 5.332730 -4.681866
C -0.809830 -5.836458 1.905272
N -0.366410 -6.777221 1.048195
H -3.026980 -0.945809 -3.627209
H -3.572668 1.301889 3.723769
H -2.516965 -6.811142 7.627192
C -1.067543 -2.666009 5.128388
H -1.191524 4.115780 3.168559
C -2.641787 1.220265 1.790334
C -3.638535 1.824862 2.766214
C -1.815024 -3.036051 -1.645493
C -4.138739 -2.799419 -2.128412
C 4.283463 4.410975 -3.707383
O -2.450121 -2.183957 -0.675171
H 2.353484 -1.152094 2.876506
H -2.111954 -3.572589 1.478444
C -1.451618 -2.728034 6.461477
S -1.058613 1.848940 2.379380
C 1.972010 4.171020 -3.058732
C -3.256368 3.314691 2.952196
H 5.322241 4.136354 -3.573206
C -1.796374 3.498784 2.506680
O 0.430033 -0.434204 -3.002100
C -2.499898 -0.968278 -2.673804
C -5.236831 -3.510634 3.736431
Te 0.472866 3.325738 -1.812471
C -4.863175 -2.376625 3.014554
C 4.017033 0.512322 1.190936
H 0.575394 5.359115 -4.170484
C 0.745096 5.671100 0.158287
C -1.340706 -2.029997 -2.704695
C 2.152730 5.762132 2.110212
C 0.251182 -4.924150 2.072719
H -4.937351 -3.105165 -1.450483
H -6.134649 -3.499529 4.342082
C -2.438571 -6.478703 5.511902
C -0.824231 -8.733690 5.415744
N 0.861445 -6.452765 0.685051
H 2.519244 6.295943 2.979273
H -4.662047 1.706340 2.410693
O 4.381856 1.354718 2.015102
H -1.091159 -8.831236 7.548023
O -0.129370 1.910317 1.204656
C -3.001347 -3.853338 -2.170560
H -5.467291 -1.478815 3.065810
C -0.868388 -3.656730 7.311197
H -2.820114 -4.257274 -3.167854
H -1.715864 3.894156 1.491941
H -3.025249 -5.571094 5.572718
H 3.331782 3.984835 2.476496
H -3.995738 -0.857658 -1.031600
C -0.127840 -3.560013 4.626316
H -4.809871 -5.563296 4.161624
C -3.742361 -2.414183 2.206482
H -1.011963 -3.595340 -1.177537
H -2.606872 0.131569 1.773348

Forces on atoms 1 to 6 (eV/Å):
H 0.01 -0.01 0.00
C 0.01 0.07 0.04
O 0.27 -0.12 -0.12
C 0.08 0.05 0.01
H 0.01 -0.01 0.00
H 0.00 -0.01 -0.01

Lowest unoccupied orbital energy in eV: 3.5
2S+1: 1
Relative energy (zero: lowest compared OMol25 entry of this formula, charge and spin) in kJ/mol: 36.4
Highest occupied orbital energy in eV: -3.563
Total charge: -2

---

The following is a quantum chemistry calculation of 2 unconnected molecules or ions with the total composition C6H12NO, from the OMol25 dataset.

Atoms and positions in Å:
H -4.503285 -0.578921 -2.235460
C 3.320999 -1.112458 1.387878
H -3.452377 1.159688 -1.797272
O 1.386264 0.176219 0.754260
N -4.167496 -0.660282 -1.269449
H -1.219146 1.473803 0.552244
C 2.627432 -0.015316 0.347268
H 0.493712 0.579408 0.348478
C -1.758126 -0.102642 -0.691853
H -1.527509 -0.556246 -1.653283
H 3.938995 -1.905538 1.011451
C -0.924802 0.942248 -0.332675
C -3.496240 0.412769 -0.997280
H -3.642532 0.924258 -0.058468
H -1.845919 -0.949283 -0.009519
C 3.654873 0.280782 1.317144
H 2.461717 -1.154163 2.041656
H 2.647721 -0.173616 -0.730076
H -0.601790 1.602134 -1.143685
H 4.674915 0.663240 1.334175

Forces on atoms 1 to 6 (eV/Å):
H 0.55 -0.65 -0.07
C 0.20 2.06 0.79
H 0.48 0.11 0.08
O -0.61 -0.19 1.47
N -0.48 -0.10 0.32
H 0.30 0.28 0.72

Lowest unoccupied orbital energy in eV: -6.9
2S+1: 1
Relative energy (zero: lowest compared OMol25 entry of this formula, charge and spin) in kJ/mol: 932.0
Highest occupied orbital energy in eV: -12.198
Total charge: +1

---

Number 1: strongest force on any atom 0.3 eV/A. Number 2: strongest force on any atom 0.5 eV/A. Number 3: strongest force on any atom 4.3 eV/A.